{"formula": "C8H10NP", "method": "ωB97M-V with the def2-TZVPD basis set", "species": ["C", "C", "C", "C", "C", "C", "C", "C", "N", "P", "H", "H", "H", "H", "H", "H", "H", "H", "H", "H"], "xyz": [[-2.089896, 1.428187, 0.527570], [-2.591499, 0.231361, 1.059718], [-0.786152, 1.321304, 0.083233], [-1.888006, -1.004816, 1.081620], [0.015675, 0.218300, 0.204037], [-0.509436, -0.994302, 0.644205], [1.707388, -0.005189, -0.215529], [2.168478, 0.901605, -1.418714], [0.377926, -2.051130, 0.477068], [1.849695, -1.822805, -0.327605], [-2.550360, 2.375490, 0.304619], [-3.543379, 0.116114, 1.613238], [-0.273453, 2.335328, -0.216920], [-2.455270, -1.812022, 1.449097], [2.180348, 0.216018, 0.727241], [1.465423, 0.797777, -2.255566], [3.269376, 0.522252, -1.554926], [2.366942, 2.022355, -1.244140], [0.040653, -2.932584, 0.811185], [1.245547, -1.863243, -1.749433]], "forces_ev_per_a": [[-2.37, -1.24, 0.99], [-0.64, -1.86, 1.04], [6.51, 2.54, -2.10], [-2.13, 2.57, 0.20], [2.31, 0.74, -1.40], [2.25, -0.54, -0.86], [-3.86, 2.26, 0.37], [2.35, -0.35, 1.32], [-1.99, 0.06, 1.17], [-0.50, -0.09, -2.61], [-0.81, -0.20, 0.54], [0.27, 0.62, -0.84], [-0.83, -2.09, 0.42], [-0.03, -1.11, 0.46], [0.50, 0.57, 0.26], [0.66, -0.22, 0.05], [-2.01, 0.57, -0.78], [-0.86, -1.71, 0.36], [0.31, -0.49, 0.04], [0.88, -0.03, 1.36]], "spin_multiplicity": 3, "charge": 0, "e_homo_ev": [-4.07, -8.77], "s2": 2.034, "homo_lumo_gap_ha": [0.1860, 0.2485], "e_above_lowest_ev": 1.9930}

---

{"formula": "H18O9", "method": "ωB97M-V with the def2-TZVPD basis set", "species": ["O", "H", "H", "O", "H", "H", "O", "H", "H", "O", "H", "H", "O", "H", "H", "O", "H", "H", "O", "H", "H", "O", "H", "H", "O", "H", "H"], "xyz": [[1.889477, 1.852443, -0.124108], [1.735716, 2.533518, 0.459801], [1.131686, 1.825228, -0.687109], [1.241731, -1.406041, -0.784842], [2.126654, -1.605736, -0.416675], [0.733220, -2.208374, -0.716286], [-2.099717, -1.585406, -1.664038], [-2.019461, -2.116966, -0.854562], [-1.396639, -0.900204, -1.563579], [-1.212103, 1.415381, 1.523618], [-1.585596, 2.197905, 1.916700], [-1.894739, 0.857741, 1.895417], [-2.651914, 3.486824, -0.343150], [-3.137022, 3.831508, 0.436466], [-1.753812, 3.483322, -0.101860], [1.673560, -0.204860, 1.952577], [0.829715, -0.629819, 1.780236], [1.863549, 0.192870, 1.071400], [-0.689923, -1.467135, 1.671768], [-1.492179, -1.963500, 1.491919], [-0.557235, -1.590290, 2.621060], [2.989893, -2.452842, -2.540370], [2.370346, -1.783571, -2.260936], [2.692943, -3.232014, -2.067969], [-0.457805, 0.640452, -1.177201], [0.313491, 0.085800, -1.238789], [-0.643838, 0.743769, -0.279486]], "forces_ev_per_a": [[1.51, -2.22, -1.44], [-0.41, 2.33, 2.17], [-0.96, -0.06, -0.78], [1.01, 0.24, 0.22], [-0.70, 0.20, 0.05], [-0.34, -0.45, 0.14], [0.66, -0.18, 0.62], [-0.16, 0.21, -0.52], [-0.78, -0.08, -0.13], [-0.41, 0.00, 0.46], [0.44, 1.36, -0.12], [0.04, -1.35, -0.29], [-2.35, 0.40, 0.33], [0.47, -0.25, -0.81], [1.79, -0.06, 0.40], [0.53, 0.22, -0.80], [0.11, 0.12, -0.12], [-0.04, 0.10, 0.94], [-0.56, -0.39, 0.35], [-0.13, -0.06, -0.13], [0.03, -0.02, 0.00], [0.64, -0.37, -0.27], [-0.38, 0.39, -0.18], [0.06, -0.28, -0.10], [-0.12, 0.41, -2.80], [0.65, -0.51, 0.19], [-0.60, 0.31, 2.63]], "charge": 0, "e_homo_ev": -10.67, "smiles": "O.O.O.O.O.O.O.O.O", "homo_lumo_gap_ha": 0.3787, "e_above_lowest_ev": 2.9452}

---

{"formula": "C3H9N3O2", "method": "ωB97M-V with the def2-TZVPD basis set", "species": ["C", "C", "C", "H", "H", "H", "H", "H", "H", "H", "H", "H", "N", "N", "N", "O", "O"], "xyz": [[-0.865440, -2.431912, 1.627699], [-0.896701, -1.721698, 0.187093], [0.243755, 0.328025, -0.343914], [-1.382885, -2.120483, 2.432103], [0.139545, -2.473349, 1.954653], [-0.831324, -3.777565, 1.791136], [-1.903547, -1.345503, 0.012613], [-0.367696, -2.270164, -0.497169], [1.132424, 2.202175, -0.402963], [0.813098, 0.970586, 1.997592], [-0.697820, 2.362610, -1.417883], [-1.078917, 1.448409, -3.509313], [0.620576, 1.477605, 0.158072], [-0.413960, 0.260636, -1.534771], [-0.216885, 1.314813, -2.377345], [0.033898, -0.631565, 0.673822], [1.636016, 1.454742, 1.212711]], "forces_ev_per_a": [[2.07, -6.20, -2.92], [0.04, 0.88, 6.49], [-3.99, -2.63, -3.05], [-2.43, 1.57, 2.10], [1.38, 0.91, 0.13], [-1.16, 3.69, -1.31], [0.46, 0.06, -0.71], [0.61, -1.23, -2.04], [-1.51, -1.43, -0.38], [4.44, 2.09, -2.86], [1.04, -2.24, -3.42], [2.49, -1.04, 4.61], [4.21, 4.77, 0.36], [1.42, -1.68, 2.38], [-2.82, 4.39, 0.42], [-0.52, 1.18, -3.68], [-5.75, -3.09, 3.88]], "charge": 0, "e_homo_ev": -8.07, "homo_lumo_gap_ha": 0.3085, "e_above_lowest_ev": 12.3334}

---

{"formula": "C10H17IN3O", "method": "ωB97M-V with the def2-TZVPD basis set", "species": ["C", "C", "C", "C", "C", "C", "C", "C", "C", "C", "N", "N", "N", "O", "I", "H", "H", "H", "H", "H", "H", "H", "H", "H", "H", "H", "H", "H", "H", "H", "H", "H"], "xyz": [[-0.293956, -3.596238, -0.413941], [-1.209172, -3.177050, -1.249412], [0.607140, 0.610304, 0.068300], [-0.080705, -0.504141, -0.189120], [0.086770, 1.552894, 1.160450], [0.329559, -1.359273, -1.312821], [0.587917, 4.851678, 1.272576], [1.693352, -2.839065, 0.538118], [-2.032690, -1.009249, -2.121368], [0.763280, 3.631635, 2.260702], [-1.140238, 1.441564, 1.412425], [0.862957, -2.895161, -0.563310], [-0.886306, -1.956168, -1.934301], [1.076572, 2.370632, 1.529806], [1.653695, -0.575290, -2.685705], [-0.275930, -4.423009, 0.261908], [-1.943670, -3.743877, -1.797488], [1.288629, 0.934318, -0.675196], [-1.024967, -0.765969, 0.242380], [1.562246, 5.147943, 1.078768], [0.090010, 4.379252, 0.426553], [-0.096998, 5.527263, 1.773624], [1.337852, -2.262285, 1.433919], [1.972496, -3.839239, 0.823651], [2.663907, -2.422076, 0.124586], [-2.459261, -0.554941, -1.131836], [-1.558921, -0.128495, -2.607382], [-2.839280, -1.624941, -2.629641], [-0.108441, 3.424599, 2.817973], [1.626803, 3.752296, 2.937386], [-1.535071, 2.250221, 2.046101], [-0.717577, -2.198131, -2.897707]], "forces_ev_per_a": [[1.12, 0.53, -0.85], [-2.70, -1.19, -0.63], [-2.34, -0.24, 1.40], [1.11, 0.82, -1.00], [1.12, -0.63, -1.64], [0.39, -3.26, 2.37], [-1.62, -3.40, 1.72], [3.27, 1.91, 1.10], [-1.22, 1.10, 1.57], [1.14, -0.21, -0.98], [-1.49, 2.61, 1.89], [-1.77, 2.44, -1.87], [-0.19, 0.60, -0.50], [-0.22, 1.19, 0.34], [0.51, -0.33, -0.67], [-0.31, -0.57, 0.01], [-0.56, -0.09, 0.69], [1.12, 0.50, 0.22], [0.05, -0.16, 0.96], [1.41, 1.29, -0.76], [0.05, 0.57, -0.37], [0.35, 0.55, -0.23], [0.28, -0.40, -0.77], [-0.13, -0.51, 0.26], [-0.81, -0.09, 1.07], [0.86, -1.39, -1.67], [-0.91, -0.67, -0.46], [1.02, 1.32, 0.24], [-0.95, 0.05, 0.83], [-0.53, -0.02, -0.31], [1.08, -2.13, -1.33], [0.85, -0.21, -0.61]], "charge": 1, "e_homo_ev": -12.24, "smiles": "[H]/N=C(/C=C/[C@@]1(I)N(C)C=C[N@H+]1C)OCC", "homo_lumo_gap_ha": 0.3320, "e_above_lowest_ev": 2.7661}

---

{"formula": "C2H4N2O", "method": "ωB97M-V with the def2-TZVPD basis set", "species": ["C", "C", "N", "N", "O", "H", "H", "H", "H"], "xyz": [[-0.699909, -0.424736, 1.556918], [0.725558, 0.400076, -0.086931], [-0.315434, 0.429142, 0.718464], [0.173904, 0.568797, -1.881586], [1.894636, 0.485348, 0.058343], [-1.502365, -0.158875, 2.228587], [-0.266594, -1.418784, 1.640182], [-0.780338, 0.221383, -1.879616], [0.770543, -0.102349, -2.354362]], "forces_ev_per_a": [[0.15, -0.15, -0.18], [0.53, 0.21, -5.85], [-1.21, 0.57, 1.19], [0.76, -0.08, 4.15], [-0.09, -0.11, 0.67], [-0.23, -0.01, 0.06], [0.11, -0.08, 0.00], [-0.02, -0.17, -0.14], [0.00, -0.17, 0.10]], "charge": 0, "e_homo_ev": -9.53, "homo_lumo_gap_ha": 0.3449, "e_above_lowest_ev": 2.1565}

---

{"formula": "CH2N2O2", "method": "ωB97M-V with the def2-TZVPD basis set", "species": ["C", "N", "N", "O", "O", "H", "H"], "xyz": [[-1.593725, 0.179974, -0.055195], [1.657822, -0.297727, -0.992597], [2.114314, -0.291920, 0.043101], [-1.506366, 1.355009, 0.312367], [2.600588, -0.241203, 1.059066], [-2.564413, -0.340086, 0.143402], [-0.708217, -0.364049, -0.510144]], "forces_ev_per_a": [[0.16, 2.12, 1.09], [0.51, -0.18, 1.38], [-2.44, 0.15, -5.90], [0.13, -2.45, -0.98], [2.02, 0.05, 4.52], [0.62, -0.12, -0.41], [-1.01, 0.42, 0.29]], "charge": 0, "e_homo_ev": -10.29, "smiles": "N#[N+][O-].C=O", "homo_lumo_gap_ha": 0.4021, "e_above_lowest_ev": 3.8013}